No. 1
Below is a molecular structure, C34H96CrCuN6O15P at a distorted geometry, with properties calculated with ωB97M-V/def2-TZVPD.

```
154
Properties=species:S:1:pos:R:3
Cr -0.20 -1.81 2.80
Cu -0.05 0.74 -0.30
P -1.47 -1.14 0.91
O -1.54 -0.28 2.26
O -2.20 -0.64 -0.41
O -1.46 -2.61 1.32
O 0.06 -1.09 0.88
C -4.94 2.60 -0.39
C -3.85 2.28 -1.43
O -2.62 1.90 -0.86
H -5.10 1.74 0.26
H -5.87 2.84 -0.91
H -4.69 3.47 0.21
H -3.58 3.24 -1.87
H -4.33 1.53 -2.06
H -2.79 1.02 -0.50
C -5.19 1.23 3.73
C -4.22 0.22 4.22
O -2.82 0.55 4.28
H -5.32 2.09 4.37
H -6.21 0.84 3.79
H -4.67 1.57 2.83
H -4.11 -0.60 3.50
H -4.49 -0.16 5.21
H -2.50 0.64 3.38
C -1.89 -0.96 -5.06
C -2.66 -0.62 -3.79
O -1.58 -0.59 -2.81
H -0.97 -0.41 -5.25
H -2.46 -0.91 -5.99
H -1.78 -2.02 -4.85
H -3.37 -1.42 -3.56
H -3.13 0.37 -3.79
H -2.01 -0.52 -1.95
C -2.88 -5.13 -2.19
C -1.98 -4.00 -1.68
O -1.36 -4.49 -0.56
H -3.49 -4.81 -3.03
H -3.64 -5.35 -1.43
H -2.24 -6.00 -2.31
H -2.58 -3.14 -1.40
H -1.26 -3.64 -2.41
H -1.39 -3.81 0.12
C -6.75 -0.40 0.99
C -5.22 -0.86 0.85
O -4.75 -1.10 -0.49
H -7.37 -1.09 0.43
H -7.00 0.57 0.55
H -7.00 -0.32 2.05
H -5.17 -1.82 1.37
H -4.47 -0.29 1.40
H -3.81 -0.95 -0.46
C 4.29 2.23 -1.07
C 3.20 2.44 -2.02
C 3.61 1.90 -3.44
O 4.91 2.27 -3.85
C 5.70 1.18 -4.42
N 2.03 1.68 -1.57
H 3.90 2.59 -0.12
H 5.25 2.64 -1.39
H 4.48 1.17 -0.95
H 2.80 3.45 -2.09
H 2.97 2.40 -4.17
H 3.45 0.83 -3.53
H 6.73 1.32 -4.75
H 5.18 0.44 -5.03
H 6.00 0.59 -3.56
H 1.39 2.11 -2.22
H 2.13 0.73 -1.88
C -1.93 2.79 -4.83
C -0.51 2.84 -4.21
C 0.00 4.24 -3.96
O 0.07 4.90 -5.20
C 1.09 5.88 -5.50
N -0.54 2.11 -2.95
H -2.08 1.80 -5.26
H -2.11 3.59 -5.56
H -2.74 3.04 -4.15
H 0.14 2.28 -4.88
H 1.03 4.11 -3.63
H -0.52 4.79 -3.18
H 0.95 6.59 -4.68
H 0.95 6.44 -6.42
H 2.11 5.53 -5.30
H -1.16 2.56 -2.29
H -1.01 1.23 -3.13
C -1.52 3.59 3.40
C -0.83 3.58 2.06
C 0.38 4.56 1.87
O 0.19 5.90 2.05
C -0.61 6.45 1.07
N -0.47 2.28 1.77
H -1.84 4.59 3.69
H -0.73 3.24 4.07
H -2.41 2.97 3.42
H -1.54 3.80 1.27
H 0.85 4.29 0.92
H 1.14 4.31 2.60
H -0.29 7.49 1.16
H -1.68 6.22 1.03
H -0.23 6.09 0.11
H 0.25 2.01 2.42
H -1.19 1.59 1.86
C 2.60 0.80 3.04
C 2.61 -0.33 4.13
C 3.31 -0.03 5.45
O 3.10 -1.11 6.32
C 3.59 -0.98 7.61
N 1.20 -0.68 4.36
H 2.36 1.66 3.68
H 1.87 0.47 2.31
H 3.61 0.72 2.65
H 3.15 -1.21 3.76
H 3.02 0.96 5.80
H 4.39 0.07 5.34
H 2.74 -1.10 8.28
H 4.05 -0.02 7.84
H 4.25 -1.82 7.87
H 1.22 -1.33 5.13
H 0.80 0.15 4.76
C 2.02 -2.43 -3.72
C 2.23 -2.35 -2.18
C 3.73 -2.14 -1.76
O 4.61 -3.08 -2.34
C 6.01 -2.73 -2.09
N 1.37 -1.24 -1.72
H 2.37 -1.60 -4.34
H 1.03 -2.62 -4.13
H 2.65 -3.22 -4.12
H 1.93 -3.34 -1.84
H 3.71 -2.23 -0.67
H 4.08 -1.13 -1.99
H 6.16 -1.74 -2.52
H 6.73 -3.37 -2.61
H 6.24 -2.58 -1.04
H 0.52 -1.36 -2.25
H 1.03 -1.37 -0.77
C 1.43 -4.23 0.97
C 0.84 -4.65 2.30
C 1.59 -5.82 2.94
O 1.01 -6.02 4.16
C 0.93 -7.39 4.44
N 1.06 -3.51 3.17
H 1.01 -3.36 0.47
H 1.27 -4.96 0.18
H 2.52 -4.24 0.91
H -0.23 -4.84 2.29
H 2.66 -5.63 2.99
H 1.35 -6.68 2.32
H 0.42 -7.32 5.40
H 1.83 -7.95 4.68
H 0.25 -7.90 3.75
H 2.05 -3.31 3.21
H 0.85 -3.97 4.04
```

As for the frontier orbital gap (spin up / spin down): 7.77 / 8.19 eV. The total energy comes out at -5836.32746 Eh. As for the LUMO energy (spin up / spin down): 0.03 / -0.07 eV. The HOMO energy (spin up / spin down) comes out at -7.74 / -8.26 eV. As for the maximum force: 5.5 eV Å⁻¹. Its multiplicity is 5.


No. 2
Below is a gas-phase ion, C4H7O5PS (charge -2) at a distorted geometry, with properties calculated with ωB97M-V/def2-TZVPD.

```
18
Properties=species:S:1:pos:R:3
C -2.37 -1.16 0.48
C -1.07 -1.52 0.16
C 0.01 -0.99 0.78
P 1.69 -1.02 0.21
O 2.81 -1.59 1.08
O 1.71 -1.17 -1.29
O 2.01 0.73 0.42
S 1.04 1.81 0.15
C -0.10 1.16 -1.14
O 0.21 2.26 1.27
O 1.84 2.95 -0.44
H -3.28 -1.81 0.37
H -2.59 -0.44 1.33
H -1.04 -2.24 -0.63
H -0.04 -0.28 1.54
H -1.06 0.92 -0.74
H -0.23 2.02 -1.81
H 0.46 0.37 -1.73
```

Its energy above the lowest of the compared OMol25 structures with the same formula, charge and spin is 0.0 kcal/mol. As for the frontier orbital gap: 5.04 eV. The SMILES is C=CC=P([O-])([O-])OS(C)(=O)=O. The total energy comes out at -1272.38117 Eh. The charge is -2. As for the LUMO energy: 5.99 eV. The HOMO energy comes out at 0.96 eV. As for the maximum force: 4.8 eV Å⁻¹. Its multiplicity is 1.